1.
{"formula": "C39H99NO11", "method": "ωB97M-V with the def2-TZVPD basis set", "elements": ["C", "C", "C", "C", "C", "C", "N", "O", "C", "C", "C", "H", "H", "H", "H", "H", "H", "H", "H", "H", "H", "H", "H", "H", "H", "H", "H", "H", "H", "H", "C", "C", "C", "O", "H", "H", "H", "H", "H", "H", "H", "H", "C", "C", "C", "O", "H", "H", "H", "H", "H", "H", "H", "H", "C", "C", "C", "O", "H", "H", "H", "H", "H", "H", "H", "H", "C", "C", "C", "O", "H", "H", "H", "H", "H", "H", "H", "H", "C", "C", "C", "O", "H", "H", "H", "H", "H", "H", "H", "H", "C", "C", "C", "O", "H", "H", "H", "H", "H", "H", "H", "H", "C", "C", "C", "O", "H", "H", "H", "H", "H", "H", "H", "H", "C", "C", "C", "O", "H", "H", "H", "H", "H", "H", "H", "H", "C", "C", "C", "O", "H", "H", "H", "H", "H", "H", "H", "H", "C", "C", "C", "O", "H", "H", "H", "H", "H", "H", "H", "H"], "positions_angstrom": [[3.610, -2.438, -4.278], [5.045, -2.308, -4.749], [5.550, -0.875, -4.351], [7.031, -0.905, -3.825], [7.914, -1.901, -4.602], [7.440, -3.376, -4.451], [5.938, -3.333, -4.301], [5.400, -4.569, -4.548], [8.003, -4.294, -5.528], [7.903, -3.902, -3.084], [5.074, -2.398, -6.274], [2.792, -1.877, -4.731], [3.548, -2.272, -3.202], [3.243, -3.464, -4.253], [5.556, -0.185, -5.195], [4.827, -0.351, -3.727], [7.160, -1.023, -2.750], [7.503, 0.031, -4.127], [8.944, -1.724, -4.293], [8.119, -1.661, -5.645], [9.092, -4.241, -5.523], [7.732, -5.317, -5.269], [7.639, -4.025, -6.520], [8.969, -3.806, -2.874], [7.400, -3.444, -2.232], [7.779, -4.983, -3.023], [4.288, -1.811, -6.749], [4.848, -3.387, -6.674], [6.021, -2.032, -6.671], [5.595, -5.029, -3.729], [-0.903, 5.289, -7.650], [0.422, 5.580, -8.258], [1.458, 5.939, -7.216], [0.806, 4.577, -9.170], [-0.835, 4.303, -7.192], [-1.723, 5.469, -8.346], [-1.178, 5.893, -6.785], [0.157, 6.444, -8.867], [2.474, 5.963, -7.610], [1.513, 5.158, -6.457], [1.136, 6.867, -6.742], [0.417, 3.755, -8.862], [-0.677, 2.310, -0.066], [-0.552, 1.684, 1.307], [-1.848, 0.895, 1.710], [0.557, 0.795, 1.356], [0.232, 2.908, -0.124], [-1.602, 2.840, -0.291], [-0.826, 1.495, -0.775], [-0.248, 2.365, 2.102], [-1.677, 0.459, 2.694], [-2.216, 0.119, 1.038], [-2.637, 1.615, 1.926], [1.305, 1.346, 1.114], [-9.790, 0.317, 8.658], [-8.228, 0.423, 8.356], [-7.215, -0.705, 8.882], [-8.099, 0.462, 7.002], [-10.079, 0.818, 9.582], [-10.204, -0.690, 8.708], [-10.316, 0.874, 7.883], [-7.827, 1.362, 8.739], [-7.505, -1.629, 8.383], [-7.120, -0.830, 9.961], [-6.191, -0.375, 8.705], [-7.184, 0.739, 6.921], [7.589, -0.197, 6.672], [7.980, 0.751, 7.814], [9.488, 0.761, 8.128], [7.475, 1.932, 7.490], [8.172, -0.301, 5.757], [6.551, -0.035, 6.380], [7.788, -1.205, 7.034], [7.314, 0.537, 8.649], [9.738, -0.234, 8.495], [9.779, 1.384, 8.973], [9.981, 1.107, 7.220], [6.529, 1.977, 7.646], [-5.988, -2.936, -8.307], [-5.852, -3.444, -6.835], [-4.536, -3.040, -6.184], [-6.929, -2.849, -6.089], [-5.353, -3.516, -8.977], [-5.501, -1.985, -8.523], [-6.961, -2.911, -8.797], [-5.884, -4.532, -6.784], [-4.386, -1.970, -6.044], [-3.762, -3.492, -6.803], [-4.445, -3.650, -5.285], [-6.864, -3.176, -5.189], [5.923, 6.544, 0.006], [5.753, 6.140, 1.405], [4.835, 7.096, 2.229], [5.341, 4.790, 1.513], [6.483, 5.835, -0.603], [6.107, 7.611, -0.119], [4.985, 6.442, -0.539], [6.755, 6.174, 1.834], [3.785, 7.095, 1.935], [5.200, 8.094, 1.984], [4.847, 6.968, 3.311], [5.378, 4.619, 2.457], [1.762, -6.135, 4.497], [2.294, -6.421, 3.051], [3.793, -6.079, 2.752], [2.198, -7.856, 2.914], [1.616, -5.066, 4.648], [2.577, -6.343, 5.190], [0.894, -6.690, 4.855], [1.676, -6.013, 2.250], [4.150, -6.092, 1.722], [4.488, -6.545, 3.450], [3.822, -5.068, 3.161], [2.745, -8.181, 3.632], [-10.947, -5.056, -0.614], [-9.547, -5.698, -0.274], [-9.117, -6.937, -1.207], [-8.599, -4.781, -0.577], [-11.657, -5.882, -0.670], [-10.948, -4.592, -1.600], [-11.259, -4.295, 0.101], [-9.466, -5.891, 0.796], [-8.059, -7.191, -1.142], [-9.237, -6.799, -2.281], [-9.501, -7.853, -0.758], [-7.950, -4.904, 0.120], [-7.287, 5.134, -3.371], [-7.350, 3.619, -3.471], [-8.863, 3.096, -3.610], [-6.633, 3.244, -4.614], [-7.928, 5.480, -4.182], [-6.289, 5.560, -3.474], [-7.685, 5.563, -2.451], [-6.877, 3.308, -2.539], [-8.915, 2.345, -4.398], [-9.598, 3.868, -3.837], [-9.124, 2.628, -2.661], [-6.909, 2.327, -4.684], [-1.454, 3.741, 8.474], [-0.015, 4.320, 8.233], [0.529, 4.857, 9.570], [0.858, 3.372, 7.864], [-2.102, 4.603, 8.636], [-1.641, 3.037, 9.285], [-1.932, 3.362, 7.571], [-0.078, 5.065, 7.439], [-0.188, 5.596, 9.929], [1.495, 5.280, 9.298], [0.734, 4.026, 10.245], [0.446, 2.615, 7.441]], "lowdin_charge": [-0.04, -0.51, -0.10, -0.15, -0.15, -0.48, -0.14, -0.01, -0.03, -0.05, -0.04, 0.09, 0.08, 0.07, 0.11, 0.10, 0.11, 0.10, 0.11, 0.11, 0.09, 0.08, 0.08, 0.08, 0.08, 0.07, 0.08, 0.08, 0.08, 0.11, -0.08, -0.54, -0.05, -0.03, 0.09, 0.09, 0.08, 0.13, 0.08, 0.08, 0.08, 0.08, -0.06, -0.49, -0.05, -0.06, 0.08, 0.08, 0.09, 0.13, 0.07, 0.08, 0.07, 0.08, -0.03, -0.49, -0.04, -0.05, 0.06, 0.07, 0.07, 0.12, 0.08, 0.06, 0.06, 0.09, -0.06, -0.57, -0.03, -0.04, 0.08, 0.08, 0.07, 0.13, 0.08, 0.07, 0.09, 0.10, -0.05, -0.47, -0.07, -0.07, 0.07, 0.07, 0.07, 0.13, 0.09, 0.08, 0.07, 0.08, -0.08, -0.52, -0.05, -0.04, 0.09, 0.09, 0.08, 0.13, 0.08, 0.07, 0.07, 0.08, -0.05, -0.43, -0.05, -0.09, 0.07, 0.07, 0.08, 0.13, 0.08, 0.07, 0.07, 0.07, -0.04, -0.48, -0.04, -0.06, 0.07, 0.07, 0.07, 0.13, 0.06, 0.07, 0.06, 0.10, -0.08, -0.49, -0.03, -0.04, 0.08, 0.08, 0.08, 0.12, 0.07, 0.07, 0.07, 0.08, -0.06, -0.54, -0.05, -0.04, 0.07, 0.08, 0.07, 0.13, 0.08, 0.08, 0.08, 0.10], "smiles": "CC1(C)CCCC(C)(C)N1O.CC(C)O.CC(C)O.CC(C)O.CC(C)O.CC(C)O.CC(C)O.CC(C)O.CC(C)O.CC(C)O.CC(C)O", "homo_energy_ha": -0.285}

=====

2.
{"formula": "C3AgLiO6", "method": "ωB97M-V with the def2-TZVPD basis set", "elements": ["O", "C", "O", "C", "O", "O", "Ag", "C", "O", "O", "Li"], "positions_angstrom": [[0.423, 1.723, 0.814], [0.284, 1.076, -0.260], [1.160, -0.050, -0.123], [2.278, -0.304, -0.952], [3.138, 0.584, -0.958], [2.391, -1.521, -1.164], [0.749, 0.051, 2.332], [-1.893, 0.011, -0.205], [-3.000, 0.452, -0.579], [-1.800, -0.858, 0.716], [-3.731, -1.164, 0.380]], "mulliken_spin": [-0.01, 0.17, -0.03, 0.01, 0.00, 0.00, 0.12, 0.55, 0.06, 0.06, 0.06], "multiplicity": 2, "total_charge": -1, "homo_energy_ha": [-0.113, -0.139], "s2": 0.774}

=====

3.
{"formula": "C3BiLiO6", "method": "ωB97M-V with the def2-TZVPD basis set", "elements": ["O", "C", "O", "C", "O", "O", "Bi", "C", "O", "O", "Li"], "positions_angstrom": [[-0.421, -0.698, -1.907], [0.211, -0.066, -0.970], [-0.790, 0.612, -0.253], [-0.786, 2.099, 0.021], [-1.371, 2.700, -0.863], [-0.499, 2.243, 1.198], [-2.129, -0.803, -0.871], [1.125, -1.081, 0.239], [2.367, -1.246, 0.309], [0.319, -1.695, 1.020], [1.973, -2.065, 2.076]], "mulliken_spin": [-0.01, 0.16, -0.02, 0.00, 0.00, 0.00, 0.91, -0.01, -0.01, -0.01, 0.00], "multiplicity": 2, "total_charge": 1, "homo_energy_ha": [-0.494, -0.497], "s2": 0.763}

=====

4.
{"formula": "C3Br3F", "method": "ωB97M-V with the def2-TZVPD basis set", "elements": ["C", "C", "C", "F", "Br", "Br", "Br"], "positions_angstrom": [[-0.316, 0.762, -0.354], [0.137, -0.442, -0.784], [-0.297, -0.349, 0.573], [-1.362, -0.954, 1.114], [-0.621, 2.484, -0.867], [1.067, -1.505, -1.981], [1.391, 0.004, 2.300]], "lowdin_charge": [-0.69, -0.67, -0.55, 0.06, 0.85, 0.82, 0.19], "smiles": "FC1(Br)C(Br)=C1Br", "homo_energy_ha": -0.360}

=====

| no. | largest force on an atom (eV/Å) |
| --- | --- |
| 1 | 5.9 |
| 2 | 3.5 |
| 3 | 7.4 |
| 4 | 2.6 |